{
  "formula": "C2H8NO",
  "method": "ωB97M-V/def2-TZVPD",
  "homo_lumo_gap_ha": 0.35930,
  "e_lumo_ev": -3.9853,
  "relative_energy_kj_mol": 158.9,
  "total_charge": 1,
  "total_energy_ev": -5733.237,
  "species": ["N", "H", "H", "H", "H", "C", "C", "O", "H", "H", "H", "H"],
  "positions_angstrom": [[1.321, 1.084, 1.585], [0.984, 1.817, 0.957], [0.870, 1.213, 2.490], [1.147, 0.233, 1.042], [2.335, 1.072, 1.735], [-1.730, -0.943, -0.935], [-0.581, -0.715, -0.336], [0.409, 0.178, -0.835], [-2.589, -1.419, -0.475], [-2.030, -0.785, -1.970], [-0.353, -1.229, 0.596], [0.640, -0.275, -1.650]]
}

{
  "formula": "C2H8NO",
  "method": "ωB97M-V/def2-TZVPD",
  "homo_lumo_gap_ha": 0.42911,
  "e_lumo_ev": -4.7585,
  "relative_energy_kj_mol": 211.7,
  "total_charge": 1,
  "total_energy_ev": -5732.690,
  "species": ["O", "H", "H", "H", "C", "C", "N", "H", "H", "H", "H", "H"],
  "positions_angstrom": [[1.214, -0.585, 1.429], [-0.054, -1.281, 0.227], [1.228, -0.873, 2.345], [1.581, 0.329, 1.567], [0.224, 0.142, -1.385], [-1.321, 0.392, 0.300], [-0.475, -0.316, -0.256], [1.274, -0.134, -1.574], [0.336, 1.232, -1.530], [-0.421, -0.111, -2.188], [-1.792, -0.116, 1.049], [-1.795, 1.323, 0.016]]
}

{
  "formula": "C2H8NO",
  "method": "ωB97M-V/def2-TZVPD",
  "homo_lumo_gap_ha": 0.44135,
  "e_lumo_ev": -3.5321,
  "relative_energy_kj_mol": 143.3,
  "total_charge": 1,
  "total_energy_ev": -5733.399,
  "species": ["C", "C", "N", "H", "H", "H", "H", "H", "H", "H", "H", "O"],
  "positions_angstrom": [[-1.062, 0.056, 0.229], [-2.330, 0.334, -0.081], [-0.099, -0.207, -0.894], [-0.728, -0.061, 1.247], [-2.991, 0.643, 0.700], [-2.781, 0.530, -1.026], [0.879, -0.041, -0.384], [0.063, -1.118, -1.229], [-0.113, 0.319, -1.710], [3.264, -0.879, 0.778], [3.246, 0.530, 1.434], [2.652, -0.106, 0.936]]
}

{
  "formula": "C2H8NO",
  "method": "ωB97M-V/def2-TZVPD",
  "homo_lumo_gap_ha": [0.46660, 0.17778],
  "e_lumo_ev": [-9.4810, -17.1939],
  "relative_energy_kj_mol": 293.8,
  "spin_multiplicity": 2,
  "total_charge": 2,
  "total_energy_ev": -5717.528,
  "species": ["O", "H", "H", "H", "C", "C", "N", "H", "H", "H", "H", "H"],
  "positions_angstrom": [[-1.674, -1.379, -0.725], [-2.566, -1.352, -0.254], [-1.443, -2.355, -0.824], [-0.739, 0.841, 1.242], [0.311, 0.480, 1.242], [1.024, 0.952, 0.040], [0.807, 0.499, -1.144], [0.705, 0.977, 2.131], [0.315, -0.610, 1.305], [1.716, 1.785, 0.186], [0.060, -0.191, -1.301], [1.485, 0.353, -1.898]]
}